[1]
C26H28N2O | ωB97M-V/def2-TZVPD

Each line ends with the Mulliken charge.
Element x y z (Å)
C -4.19 -2.73 -1.94  -1.109
C -4.11 -2.58 -0.41  -0.923
C -5.04 -1.50 0.08  0.801
C -6.34 -1.83 0.46  -0.740
C -7.20 -0.85 0.91  -0.825
C -6.79 0.47 0.97  -0.792
C -5.50 0.83 0.59  0.937
C -5.08 2.26 0.62  -1.523
C -4.63 -0.17 0.15  0.186
N -3.31 0.16 -0.26  -0.087
C -2.36 0.75 0.52  0.339
O -2.56 1.14 1.65  -0.628
C -1.04 0.91 -0.16  0.641
C -0.51 -0.04 -1.03  -0.386
C 0.73 0.17 -1.61  -0.762
C 1.46 1.32 -1.35  1.282
C 2.84 1.50 -1.94  -2.169
N 3.92 1.02 -1.10  0.174
C 4.10 1.73 0.15  -0.666
C 5.52 1.47 0.65  -1.048
C 5.80 0.00 0.71  0.606
C 6.84 -0.49 1.49  -0.573
C 7.12 -1.84 1.54  -0.580
C 6.35 -2.73 0.80  -0.576
C 5.31 -2.25 0.02  -0.730
C 5.03 -0.89 -0.03  0.594
C 3.87 -0.41 -0.87  -0.697
C 0.93 2.26 -0.48  -0.450
C -0.30 2.05 0.12  -0.844
H -3.51 -3.50 -2.28  0.347
H -3.93 -1.80 -2.44  0.314
H -5.20 -3.00 -2.23  0.382
H -4.39 -3.53 0.04  0.454
H -3.09 -2.36 -0.11  0.292
H -6.66 -2.86 0.41  0.406
H -8.21 -1.11 1.21  0.388
H -7.47 1.23 1.31  0.380
H -4.56 2.54 -0.30  0.338
H -4.39 2.42 1.45  0.291
H -5.94 2.91 0.76  0.459
H -3.01 -0.23 -1.14  0.138
H -1.04 -0.96 -1.24  0.383
H 1.13 -0.58 -2.29  0.389
H 2.91 0.97 -2.89  0.474
H 3.02 2.56 -2.13  0.556
H 3.97 2.80 -0.04  0.391
H 3.37 1.42 0.91  0.309
H 5.66 1.93 1.63  0.438
H 6.22 1.93 -0.05  0.308
H 7.43 0.20 2.07  0.417
H 7.93 -2.21 2.15  0.380
H 6.56 -3.79 0.83  0.387
H 4.71 -2.94 -0.56  0.406
H 3.89 -0.92 -1.84  0.414
H 2.94 -0.71 -0.35  0.277
H 1.48 3.16 -0.26  0.372
H -0.71 2.78 0.81  0.460

Computed properties:
Spin multiplicity   1
HOMO   -8.6 eV
SMILES   CCc1cccc(C)c1NC(=O)c1ccc(CN2CCc3ccccc3C2)cc1

=====

[2]
C26H28N2O5 | ωB97M-V/def2-TZVPD

Each line ends with the Mulliken charge.
Element x y z (Å)
C 1.38 -4.28 -0.59  -1.176
C 0.03 -3.67 -0.38  -0.100
O 0.05 -3.08 0.94  -0.299
C -1.18 -2.58 1.32  0.651
C -1.02 -1.85 2.57  -0.587
C -2.04 -1.03 3.12  0.743
C -1.56 0.11 4.02  -1.078
O -3.25 -1.22 2.92  -0.774
O -2.20 -2.75 0.66  -0.680
H 1.44 -4.82 -1.53  0.397
H 2.15 -3.50 -0.59  0.301
H 1.61 -4.97 0.23  0.224
H -0.16 -2.89 -1.15  0.291
H -0.75 -4.44 -0.42  0.211
H 0.01 -1.67 2.87  0.184
H -0.52 -0.03 4.34  0.312
H -1.64 1.05 3.45  0.310
H -2.19 0.21 4.91  0.201
C -8.40 -8.83 -0.80  -0.812
O -7.40 -9.81 -0.45  -0.447
C -6.21 -9.34 0.02  0.929
C -5.29 -10.32 0.46  -0.753
C -4.09 -9.94 1.04  -0.648
C -3.80 -8.57 1.22  0.323
N -2.60 -8.22 1.87  0.331
C -2.31 -7.14 2.68  -0.001
C -3.28 -6.22 3.29  0.952
C -2.90 -5.49 4.52  -1.517
C -3.17 -4.17 4.66  0.414
C -2.90 -3.43 5.89  0.633
C -3.30 -2.09 6.02  -0.479
C -2.90 -1.30 7.10  -0.484
C -2.12 -1.86 8.13  -0.516
C -1.77 -3.22 8.05  -0.582
C -2.16 -4.01 6.96  -0.567
O -4.43 -6.11 2.82  -0.621
N -0.99 -7.20 2.94  0.148
C -0.20 -6.27 3.73  -0.770
C -0.42 -8.29 2.29  -0.724
C -1.40 -8.92 1.64  -0.377
C -4.64 -7.61 0.65  -0.603
C -5.88 -7.97 0.11  -0.420
H -9.24 -9.42 -1.16  0.238
H -8.68 -8.23 0.07  0.353
H -8.03 -8.17 -1.60  0.332
H -5.58 -11.37 0.37  0.399
H -3.40 -10.71 1.38  0.418
H -2.55 -6.14 5.33  0.706
H -3.67 -3.61 3.86  0.364
H -3.94 -1.68 5.24  0.469
H -3.20 -0.26 7.14  0.421
H -1.81 -1.25 8.97  0.380
H -1.21 -3.68 8.86  0.374
H -1.91 -5.07 6.92  0.190
H 0.84 -6.37 3.40  0.322
H -0.50 -5.24 3.58  0.316
H -0.27 -6.50 4.81  0.304
H 0.63 -8.51 2.36  0.500
H -1.38 -9.80 1.01  0.489
H -4.37 -6.57 0.62  0.520
H -6.57 -7.20 -0.21  0.367

Computed properties:
Spin multiplicity   1
HOMO   -5.8 eV

=====

[3]
C26H28N2O7 | ωB97M-V/def2-TZVPD

Each line ends with the Mulliken charge.
Element x y z (Å)
C 2.48 1.88 -1.77  -1.019
O 1.71 0.96 -1.02  0.386
C 0.62 1.49 -0.35  -0.279
C 0.56 1.30 1.03  -0.660
C -0.50 1.78 1.77  -0.474
C -1.54 2.45 1.14  0.528
C -2.70 3.02 1.92  -1.230
C -3.31 2.01 2.91  -0.908
N -3.62 0.77 2.24  -0.095
C -2.95 -0.37 2.48  0.705
O -2.15 -0.52 3.39  -0.668
C -3.26 -1.49 1.48  -1.860
C -2.25 -1.40 0.38  0.781
C -1.02 -1.98 0.60  -0.622
C 0.03 -1.97 -0.32  0.158
O 1.16 -2.53 0.10  -0.370
C 2.41 -2.22 -0.52  0.170
C 3.49 -2.42 0.51  -0.061
C 4.16 -1.33 1.05  0.073
C 5.13 -1.50 2.01  -0.839
C 5.44 -2.78 2.46  -0.377
C 4.77 -3.87 1.94  -0.644
C 3.80 -3.69 0.97  -0.447
C -0.21 -1.41 -1.60  0.911
O 0.76 -1.53 -2.55  -0.472
C 0.60 -0.82 -3.76  -0.844
C -1.41 -0.79 -1.82  0.090
C -2.42 -0.73 -0.85  -1.050
N -3.57 0.02 -1.20  1.453
O -4.47 0.19 -0.38  -0.810
O -3.62 0.52 -2.31  -0.757
C -1.50 2.61 -0.24  -0.341
C -0.44 2.14 -1.00  1.007
O -0.36 2.25 -2.36  -0.469
C -1.43 2.85 -3.06  -0.955
H 2.90 2.66 -1.13  0.337
H 1.89 2.35 -2.57  0.239
H 3.29 1.30 -2.21  0.240
H 1.37 0.77 1.51  0.494
H -0.51 1.62 2.83  0.317
H -3.47 3.34 1.22  0.359
H -2.36 3.89 2.48  0.395
H -2.61 1.77 3.71  0.476
H -4.22 2.43 3.34  0.391
H -4.21 0.81 1.42  0.285
H -4.28 -1.40 1.12  0.520
H -3.13 -2.44 2.00  0.486
H -0.82 -2.45 1.55  0.435
H 2.57 -2.90 -1.38  0.371
H 2.41 -1.19 -0.87  -0.192
H 3.91 -0.33 0.70  0.435
H 5.65 -0.65 2.42  0.400
H 6.20 -2.92 3.21  0.380
H 5.01 -4.87 2.29  0.381
H 3.27 -4.55 0.56  0.442
H -0.23 -1.21 -4.34  0.309
H 1.53 -0.98 -4.31  0.296
H 0.46 0.24 -3.57  0.182
H -1.62 -0.32 -2.77  0.693
H -2.33 3.11 -0.73  0.375
H -1.58 3.89 -2.74  0.366
H -2.36 2.29 -2.93  0.306
H -1.14 2.84 -4.11  0.274

Computed properties:
Spin multiplicity   1
HOMO   -8.3 eV
SMILES   COc1ccc(CCNC(=O)Cc2cc(OCc3ccccc3)c(OC)cc2[N+](=O)[O-])cc1OC

=====

[4]
C26H28N2S2SiW | ωB97M-V/def2-TZVPD

Each line ends with the Löwdin spin population.
Element x y z (Å)
C 1.31 1.42 2.86  0.003
C 0.95 1.95 1.58  0.024
C -0.34 2.55 1.68  0.013
H 1.59 1.92 0.70  0.004
C -0.81 2.38 3.01  0.034
C 0.23 1.70 3.76  0.023
H 0.25 1.55 4.84  0.003
H 2.28 1.02 3.15  0.002
H -0.88 3.04 0.87  0.003
H -1.73 2.78 3.41  0.007
W -0.57 0.29 2.27  1.599
C -0.02 -0.09 -0.73  0.015
H -0.90 0.49 -0.41  0.002
H 0.86 0.05 -0.10  0.005
H -0.25 -1.15 -0.77  0.001
Si 0.62 0.65 -2.62  0.001
C 1.44 -0.77 -3.47  0.000
C 2.68 -0.59 -4.11  0.000
H 3.16 0.40 -4.10  0.000
C 3.31 -1.66 -4.75  0.000
H 4.26 -1.49 -5.25  0.000
C 2.73 -2.94 -4.71  0.000
H 3.23 -3.78 -5.20  0.000
C 1.52 -3.13 -4.04  0.000
H 1.06 -4.12 -3.97  0.000
C 0.87 -2.05 -3.43  0.000
H -0.07 -2.22 -2.92  0.000
C -0.79 1.35 -3.66  0.000
C -0.51 1.96 -4.91  0.000
H 0.52 1.97 -5.28  0.000
C -1.52 2.60 -5.64  0.000
H -1.29 3.08 -6.60  0.000
C -2.82 2.67 -5.12  0.000
H -3.60 3.18 -5.69  0.000
C -3.10 2.08 -3.88  0.000
H -4.12 2.16 -3.49  0.000
C -2.10 1.44 -3.14  0.000
H -2.33 1.04 -2.15  0.000
H -2.15 0.48 1.49  -0.005
H 1.57 1.73 -2.92  0.000
C -2.66 1.40 5.40  0.007
C -2.16 0.02 5.12  0.056
N -1.48 -0.39 4.02  0.041
C -1.16 -1.78 4.07  0.030
C -1.69 -2.38 5.19  -0.001
S -2.54 -1.28 6.22  0.025
C -0.14 -2.29 3.22  0.027
C 0.44 -3.54 3.21  0.007
S 1.86 -3.62 2.22  0.009
C 1.75 -1.92 1.90  0.023
N 0.64 -1.36 2.47  0.034
C 2.87 -1.17 1.28  0.003
H -3.30 1.35 6.30  0.000
H -1.82 2.08 5.64  0.002
H -3.27 1.78 4.57  0.002
H -1.52 -3.42 5.45  0.000
H 0.09 -4.37 3.81  0.001
H 3.70 -1.89 1.18  0.000
H 2.63 -0.82 0.27  0.001
H 3.21 -0.34 1.91  0.001

Computed properties:
Charge   +2
Spin multiplicity   3
<S²>   2.017
HOMO (alpha / beta)   -13.0 / -13.0 eV

=====

[5]
C26H28N2S2SiYb | ωB97M-V/def2-TZVPD

Each line ends with the Löwdin spin population.
Element x y z (Å)
C 0.67 2.74 3.44  0.000
C 0.91 2.33 2.10  0.000
C -0.34 2.33 1.41  0.000
H 1.90 2.17 1.66  0.000
C -1.35 2.72 2.33  0.000
C -0.73 2.95 3.59  0.000
H -1.22 3.33 4.49  0.000
H 1.44 2.93 4.19  0.000
H -0.47 2.17 0.34  0.000
H -2.40 2.86 2.11  0.000
Yb -0.45 0.73 3.09  0.000
C 0.26 -0.58 -1.13  0.065
H -0.55 -0.01 -0.65  0.001
H 0.41 -1.50 -0.55  0.016
H 1.21 -0.02 -1.06  0.003
Si -0.03 -0.47 -2.90  0.298
C 1.53 -0.56 -3.87  0.055
C 2.36 0.58 -3.87  0.015
H 2.04 1.49 -3.37  0.003
C 3.63 0.52 -4.47  0.003
H 4.27 1.40 -4.47  0.000
C 4.05 -0.66 -5.09  -0.001
H 5.03 -0.71 -5.56  0.000
C 3.23 -1.80 -5.08  0.000
H 3.57 -2.73 -5.55  0.000
C 1.97 -1.75 -4.48  0.009
H 1.33 -2.63 -4.45  0.003
C -1.26 0.66 -3.70  0.037
C -1.04 1.08 -5.03  0.040
H -0.19 0.70 -5.59  0.001
C -1.92 1.98 -5.64  -0.005
H -1.72 2.33 -6.66  -0.001
C -3.05 2.43 -4.96  0.042
H -3.73 3.14 -5.42  0.003
C -3.31 1.96 -3.67  -0.005
H -4.21 2.28 -3.14  -0.001
C -2.44 1.07 -3.04  0.039
H -2.66 0.67 -2.05  0.002
H -0.66 -2.13 -2.68  0.114
H -0.63 -2.24 -1.80  0.225
C 0.99 1.06 6.64  0.000
C 0.96 -0.34 6.13  0.000
N 0.45 -0.68 4.97  0.000
C 0.48 -2.07 4.74  0.000
C 1.08 -2.76 5.78  0.000
S 1.58 -1.71 7.07  0.000
C -0.19 -2.60 3.57  0.001
C -0.35 -3.93 3.21  0.001
S -1.40 -4.10 1.85  0.006
C -1.59 -2.34 1.81  0.003
N -0.89 -1.71 2.73  0.001
C -2.54 -1.67 0.88  0.012
H 1.06 1.02 7.73  0.000
H 1.88 1.58 6.24  0.000
H 0.08 1.59 6.34  0.000
H 1.20 -3.83 5.80  0.000
H 0.09 -4.76 3.74  0.000
H -2.12 -1.66 -0.14  0.014
H -3.47 -2.25 0.88  0.000
H -2.76 -0.64 1.20  0.000

Computed properties:
Charge   +1
Spin multiplicity   2
<S²>   0.759
HOMO (alpha / beta)   -7.8 / -10.5 eV

=====

[6]
C26H28N3O2P2Pt | ωB97M-V/def2-TZVPD

Each line ends with the Mulliken charge.
Element x y z (Å)
Pt -2.15 -0.15 1.38  0.754
C -3.89 -2.38 -0.58  -1.296
P -4.07 -0.88 0.39  0.544
C -4.91 0.31 -0.67  -1.157
C -5.18 -1.27 1.74  0.471
C -6.18 -2.23 1.65  -0.791
C -6.95 -2.54 2.77  -0.773
C -6.72 -1.88 3.96  -0.781
C -5.73 -0.90 4.05  -0.609
C -4.97 -0.60 2.93  0.548
P -3.62 0.59 2.96  0.904
C -4.29 2.21 2.46  -1.214
C -3.10 0.78 4.66  -1.308
H -4.85 -2.63 -1.03  0.495
H -3.56 -3.20 0.07  0.402
H -3.15 -2.24 -1.37  0.429
H -5.76 -0.20 -1.13  0.432
H -4.24 0.66 -1.46  0.405
H -5.27 1.16 -0.10  0.354
H -6.36 -2.75 0.72  0.362
H -7.70 -3.31 2.70  0.436
H -7.31 -2.12 4.84  0.440
H -5.57 -0.40 4.99  0.347
H -5.33 2.29 2.77  0.394
H -4.20 2.35 1.39  0.301
H -3.71 2.99 2.96  0.448
H -3.94 1.19 5.23  0.477
H -2.27 1.49 4.71  0.436
H -2.78 -0.16 5.09  0.406
C 7.73 1.30 -6.68  -0.816
O 8.04 1.72 -5.32  -0.313
C 7.32 1.42 -4.31  0.965
C 6.13 0.60 -4.39  -0.453
C 5.40 0.38 -3.29  -0.317
C 5.87 0.86 -2.00  0.435
C 7.10 1.63 -1.93  -0.564
C 7.77 1.93 -3.05  -0.650
N 5.31 0.53 -0.89  -0.364
N 4.30 0.04 -0.41  -0.112
C 3.06 0.37 -0.32  0.585
C 2.56 1.67 -0.75  -0.488
C 1.31 2.06 -0.49  -0.938
C 0.36 1.17 0.15  0.720
O -0.81 1.49 0.33  -0.621
C 0.84 -0.18 0.59  0.523
N -0.06 -0.98 1.21  -0.860
C 0.34 -2.18 1.64  -0.168
C 1.65 -2.62 1.50  -0.810
C 2.56 -1.82 0.86  -0.504
C 2.16 -0.56 0.39  0.565
H 8.39 1.87 -7.32  0.257
H 6.70 1.51 -6.93  0.363
H 7.94 0.24 -6.79  0.393
H 5.84 0.16 -5.33  0.465
H 4.50 -0.22 -3.34  0.464
H 7.46 1.95 -0.96  0.489
H 8.65 2.55 -3.04  0.473
H 3.25 2.35 -1.23  0.472
H 0.98 3.06 -0.73  0.478
H -0.41 -2.79 2.13  0.511
H 1.93 -3.59 1.89  0.451
H 3.58 -2.14 0.71  0.513

Computed properties:
Charge   +3
Spin multiplicity   1
HOMO   -16.4 eV

=====

[7]
C26H28N6O2 | ωB97M-V/def2-TZVPD

Each line ends with the Mulliken charge.
Element x y z (Å)
C -6.23 -0.48 2.62  -1.514
C -5.35 -0.52 1.41  0.630
C -5.93 -0.55 0.14  -0.779
C -5.16 -0.59 -1.00  -0.802
C -3.76 -0.60 -0.89  0.142
N -2.96 -0.63 -2.00  -0.011
C -1.58 -0.65 -2.00  0.546
O -0.97 -0.67 -3.05  -0.749
C -0.98 -0.62 -0.67  -1.026
C 0.54 -0.65 -0.68  -0.675
C 1.10 0.11 0.47  -0.218
N 0.97 -0.16 1.76  -0.027
N 1.64 0.78 2.41  -1.011
N 2.16 1.62 1.62  -0.416
N 1.85 1.24 0.37  2.188
C 2.16 2.06 -0.76  -1.462
C 1.02 3.06 -1.02  0.396
C 0.72 3.97 0.19  -1.045
C -0.65 3.48 0.67  -0.391
C -1.24 2.93 -0.62  -0.361
O -0.16 2.34 -1.31  -0.410
N 0.98 -2.04 -0.77  0.086
C 0.98 -2.79 0.46  -0.511
C 2.35 -2.84 1.19  -1.201
C 3.32 -1.80 0.69  0.966
C 4.19 -1.12 1.53  -0.662
C 5.07 -0.19 1.01  -0.652
C 5.10 0.06 -0.35  -0.621
C 4.22 -0.60 -1.19  -0.770
C 3.33 -1.53 -0.68  0.836
C 2.24 -2.18 -1.48  -1.188
C -1.74 -0.58 0.45  -0.004
C -3.16 -0.57 0.38  0.089
C -3.98 -0.53 1.51  -0.700
H -6.85 -1.38 2.67  0.338
H -6.90 0.38 2.59  0.342
H -5.64 -0.43 3.53  0.354
H -7.01 -0.54 0.05  0.423
H -5.62 -0.61 -1.98  0.397
H -3.40 -0.65 -2.91  0.226
H 0.83 -0.16 -1.61  1.328
H 2.30 1.43 -1.63  0.291
H 3.09 2.59 -0.54  0.309
H 1.31 3.66 -1.90  0.526
H 0.67 5.01 -0.12  0.361
H 1.48 3.87 0.96  0.409
H -0.53 2.69 1.41  0.099
H -1.25 4.28 1.10  0.519
H -1.68 3.74 -1.22  0.382
H -2.00 2.16 -0.46  0.104
H 0.68 -3.82 0.22  0.537
H 0.23 -2.37 1.12  0.093
H 2.21 -2.71 2.27  0.351
H 2.81 -3.82 1.03  0.375
H 4.16 -1.31 2.59  0.387
H 5.75 0.33 1.67  0.403
H 5.79 0.78 -0.76  0.446
H 4.22 -0.39 -2.26  0.481
H 2.43 -3.26 -1.60  0.377
H 2.15 -1.74 -2.48  0.508
H -1.27 -0.55 1.42  0.524
H -3.51 -0.51 2.49  0.438

Computed properties:
Spin multiplicity   1
HOMO   -8.2 eV
SMILES   Cc1ccc2[nH]c(=O)c([C@@H](c3nnnn3C[C@@H]3CCCO3)N3CCc4ccccc4C3)cc2c1

=====

[8]
C26H28N6O3 | ωB97M-V/def2-TZVPD

Each line ends with the Mulliken charge.
Element x y z (Å)
C 0.87 -9.48 -5.08  -0.833
O 0.03 -9.29 -3.97  -0.461
C -0.30 -8.02 -3.60  0.928
C -1.15 -7.91 -2.50  -0.605
C -1.54 -6.67 -2.05  -0.437
C -1.10 -5.50 -2.68  0.489
C -1.54 -4.21 -2.20  0.650
C -1.22 -2.93 -2.71  -0.566
C -1.91 -2.04 -1.91  -0.084
C -2.05 -0.61 -1.87  0.417
O -1.48 0.18 -2.60  -0.786
N -2.93 -0.17 -0.89  0.898
C -3.25 1.24 -0.78  -1.265
C -2.20 2.06 0.00  0.747
O -2.49 2.61 1.04  -0.636
N -1.01 2.10 -0.60  0.052
C 0.14 2.85 -0.11  -0.397
C -0.14 4.35 -0.11  -0.765
C 1.08 5.11 0.41  -0.932
N 1.40 4.67 1.75  0.421
C 2.43 5.47 2.39  -1.136
C 2.47 5.23 3.87  0.622
C 3.68 5.18 4.55  -0.520
C 3.70 4.98 5.92  -0.559
C 2.52 4.82 6.62  -0.409
C 1.31 4.87 5.95  -0.581
C 1.29 5.07 4.58  -0.170
C 1.74 3.26 1.76  -0.854
C 0.54 2.43 1.30  -0.827
N -3.57 -0.96 -0.02  -1.060
C -3.40 -2.22 -0.06  0.150
N -2.59 -2.81 -0.99  0.991
N -2.37 -4.10 -1.16  -1.602
C -0.25 -5.62 -3.78  -0.988
C 0.15 -6.87 -4.24  -0.424
H 0.98 -10.55 -5.18  0.240
H 1.86 -9.02 -4.92  0.335
H 0.43 -9.07 -5.99  0.337
H -1.48 -8.81 -2.01  0.419
H -2.20 -6.58 -1.20  0.445
H -0.59 -2.68 -3.53  0.507
H -3.33 1.66 -1.79  0.367
H -4.20 1.32 -0.26  0.325
H -0.92 1.62 -1.49  0.422
H 0.97 2.64 -0.80  0.423
H -0.39 4.70 -1.11  0.367
H -0.98 4.55 0.56  0.363
H 0.87 6.18 0.44  0.434
H 1.93 4.95 -0.28  0.381
H 3.43 5.29 1.94  0.334
H 2.17 6.53 2.22  0.393
H 4.61 5.30 4.01  0.348
H 4.65 4.94 6.45  0.372
H 2.54 4.66 7.69  0.376
H 0.38 4.74 6.49  0.383
H 0.35 5.10 4.04  0.372
H 2.00 2.98 2.79  0.468
H 2.61 3.05 1.11  0.314
H 0.79 1.37 1.32  0.360
H -0.30 2.60 1.97  0.333
H -3.92 -2.85 0.65  0.439
H 0.10 -4.74 -4.29  0.287
H 0.80 -6.92 -5.09  0.390

Computed properties:
Spin multiplicity   1
HOMO   -8.3 eV
SMILES   COc1ccc(-c2cc3c(=O)n(CC(=O)NC4CCN(Cc5ccccc5)CC4)ncn3n2)cc1

=====

Looking at energy relative to the best compared isomer or geometry (same formula, charge and spin) for the records above, in order, we have 2.4; 103.9; 107.4; 0.0; 3.8; 45.0; 2.9; 37.0 kcal per mole.